{
  "formula": "C22H33N5S",
  "method": "wB97M-V/def2-TZVPD",
  "smiles": "CCCCN(CC)C(=S)Nc1ccc2nc(N3CCN(C)CC3)cc(C)c2c1",
  "fmax_ha_per_bohr": 0.01350,
  "e_tot_ev": -41636.1710,
  "multiplicity": 1,
  "de_lowest_kj_mol": 9.3,
  "symbols": ["C", "C", "C", "C", "N", "C", "C", "C", "S", "N", "C", "C", "C", "C", "N", "C", "N", "C", "C", "N", "C", "C", "C", "C", "C", "C", "C", "C", "H", "H", "H", "H", "H", "H", "H", "H", "H", "H", "H", "H", "H", "H", "H", "H", "H", "H", "H", "H", "H", "H", "H", "H", "H", "H", "H", "H", "H", "H", "H", "H", "H"],
  "coordinates": [[6.56872, 0.76972, 2.18457], [5.70958, -0.37784, 1.66939], [4.39393, 0.12839, 1.08201], [3.51160, -1.00356, 0.54482], [3.19506, -1.99459, 1.55798], [3.76651, -3.31494, 1.38472], [2.93558, -4.14901, 0.41296], [2.59134, -1.67009, 2.72196], [2.75754, -2.55143, 4.12021], [1.85981, -0.51336, 2.79591], [0.92366, -0.02556, 1.87677], [0.48145, 1.30322, 2.02959], [-0.43999, 1.83074, 1.17281], [-0.97055, 1.06006, 0.11567], [-1.87262, 1.63427, -0.69628], [-2.39777, 0.92669, -1.67991], [-3.29118, 1.56110, -2.48153], [-4.00758, 0.89201, -3.54577], [-4.76593, 1.91487, -4.38207], [-5.77995, 2.59572, -3.59394], [-6.26608, 3.77467, -4.27386], [-5.33318, 2.84001, -2.22535], [-3.81043, 2.85674, -2.09756], [-2.03071, -0.43123, -1.90436], [-1.11110, -1.03764, -1.09887], [-0.71767, -2.46533, -1.32263], [-0.53704, -0.28419, -0.03372], [0.40499, -0.80583, 0.86623], [6.04441, 1.31601, 2.96530], [7.50060, 0.39213, 2.59806], [6.80464, 1.46329, 1.38000], [6.26260, -0.92834, 0.90390], [5.49885, -1.06406, 2.49200], [4.59895, 0.81470, 0.25750], [3.84876, 0.68333, 1.84667], [4.04266, -1.52465, -0.25382], [2.59889, -0.57461, 0.11799], [3.79085, -3.80304, 2.36091], [4.79292, -3.22036, 1.02041], [3.38797, -5.12896, 0.28935], [1.92807, -4.28128, 0.80030], [2.87572, -3.66879, -0.56208], [1.70293, -0.21837, 3.75210], [0.88296, 1.89584, 2.83918], [-0.78743, 2.84606, 1.28051], [-3.29834, 0.37046, -4.19649], [-4.71905, 0.15680, -3.14329], [-5.26838, 1.40251, -5.20888], [-4.04026, 2.62331, -4.81942], [-6.64657, 3.48136, -5.25194], [-5.49095, 4.54372, -4.42084], [-7.08565, 4.20498, -3.70128], [-5.72796, 2.03774, -1.59007], [-5.74606, 3.78442, -1.86793], [-3.38388, 3.64106, -2.73537], [-3.49992, 3.04585, -1.06937], [-2.48803, -0.98979, -2.70522], [-1.24988, -2.87983, -2.17527], [-0.94947, -3.06603, -0.44410], [0.35266, -2.54083, -1.51112], [0.70773, -1.83823, 0.78515]],
  "mulliken_charge": [-1.44, -0.21, -0.59, -1.11, 0.73, -0.91, -1.17, -0.17, -0.37, -0.03, 0.23, -0.70, -0.85, -1.18, -0.48, 0.59, 0.12, -0.80, -1.13, -0.01, -1.06, -0.84, -0.48, -0.03, 0.52, -1.80, 1.01, -0.33, 0.33, 0.39, 0.35, 0.29, 0.26, 0.54, 0.18, 0.71, 0.12, 0.49, 0.29, 0.48, 0.25, 0.27, 0.34, 0.47, 0.46, 0.60, 0.34, 0.49, 0.38, 0.33, 0.36, 0.38, 0.23, 0.47, 0.16, 0.45, 0.36, 0.34, 0.38, 0.30, 0.66]
}



{
  "formula": "C3H30O13",
  "method": "wB97M-V/def2-TZVPD",
  "fmax_ha_per_bohr": 0.28255,
  "e_tot_ev": -30202.6144,
  "s2": 0.76,
  "multiplicity": 2,
  "charge": 1,
  "symbols": ["C", "C", "O", "C", "H", "H", "H", "H", "H", "H", "H", "H", "O", "H", "H", "O", "H", "H", "O", "H", "H", "O", "H", "H", "O", "H", "H", "O", "H", "H", "O", "H", "H", "O", "H", "H", "O", "H", "H", "O", "H", "H", "O", "H", "H", "O"],
  "coordinates": [[2.59773, -1.59227, 2.39283], [1.77551, -0.97633, 1.53201], [0.58023, -0.57771, 2.10492], [1.97268, -0.31227, 0.15005], [3.63907, -1.72283, 2.33919], [2.19970, -2.03123, 3.26624], [-0.03407, -0.30263, 1.35500], [2.97827, -0.45614, -0.11550], [1.19529, -0.75582, -0.50562], [2.03512, 0.86782, 0.14388], [-2.17188, -0.37228, -1.46928], [-1.44330, -1.16166, -0.21894], [-1.74297, -0.39424, -0.59949], [-2.03775, -2.51205, -1.29417], [-2.50176, -4.01773, -0.93352], [-1.72645, -3.50561, -1.16011], [0.96743, -2.22009, -4.14645], [1.36853, -1.17947, -3.11241], [0.60218, -1.67686, -3.55984], [0.85291, 2.94226, -0.85377], [0.53416, 3.77982, 0.34941], [1.27417, 3.29746, -0.02417], [-0.91395, 1.53460, -0.51844], [-1.71367, 1.86616, 0.70626], [-1.21567, 2.31015, 0.04039], [-0.87879, -1.12959, -3.44391], [-2.36504, -1.22348, -3.44989], [-1.68805, -0.56849, -3.18169], [-0.85901, 1.45179, -3.15141], [-0.63465, 2.75795, -2.38041], [-0.21537, 2.00093, -2.90146], [-2.97529, -2.68029, 0.41995], [-3.36449, -1.22860, 0.63772], [-3.59583, -2.16859, 0.29352], [1.91915, 0.89997, -3.24257], [3.10290, 1.06122, -2.43896], [2.69687, 0.40976, -2.94322], [-2.08555, 0.88071, 3.23464], [-0.94559, 1.49774, 4.20908], [-1.44834, 1.65771, 3.39519], [-0.12855, -0.72549, 3.69748], [-1.12973, -1.88603, 3.80289], [-0.74648, -1.11729, 4.15466], [1.67699, 2.64866, 3.00530], [2.20117, 3.29323, 1.71272], [2.39215, 3.33715, 2.70187]],
  "mulliken_charge": [-0.97, 1.01, -0.22, -0.73, 0.33, 0.36, 0.19, 0.50, 0.27, 0.17, 0.23, 0.20, -0.41, 0.33, 0.32, -0.65, 0.24, 0.31, -0.56, 0.18, 0.37, -0.63, 0.35, 0.26, -0.60, 0.39, 0.34, -0.77, 0.25, 0.33, -0.54, 0.30, 0.35, -0.55, 0.33, 0.28, -0.65, 0.33, 0.29, -0.60, 0.38, 0.28, -0.59, 0.30, 0.35, -0.64]
}



{
  "formula": "C23H24N2O3S",
  "method": "wB97M-V/def2-TZVPD",
  "smiles": "Cc1cccc(/C=C2\\Sc3ccc(C(=O)NC[C@@H]4CCCO4)cc3N(C)C2=O)c1",
  "fmax_ha_per_bohr": 0.01608,
  "e_tot_ev": -44199.4298,
  "multiplicity": 1,
  "de_lowest_kj_mol": 12.3,
  "symbols": ["C", "C", "C", "C", "C", "C", "C", "C", "S", "C", "C", "C", "C", "C", "O", "N", "C", "C", "C", "C", "C", "O", "C", "C", "N", "C", "C", "O", "C", "H", "H", "H", "H", "H", "H", "H", "H", "H", "H", "H", "H", "H", "H", "H", "H", "H", "H", "H", "H", "H", "H", "H", "H"],
  "coordinates": [[6.34568, 3.21815, 1.43718], [6.38114, 2.14981, 0.38684], [7.24352, 2.25087, -0.69788], [7.30510, 1.23895, -1.64231], [6.50184, 0.12433, -1.52070], [5.60291, 0.01209, -0.45436], [4.76104, -1.16161, -0.38664], [3.53429, -1.30384, 0.15382], [2.69359, 0.00045, 0.98220], [1.01986, -0.44868, 0.69096], [0.06604, 0.55135, 0.83516], [-1.27068, 0.29377, 0.61518], [-1.65953, -0.98565, 0.22856], [-3.07955, -1.37087, -0.02762], [-3.48113, -2.50799, 0.14160], [-3.86321, -0.38151, -0.51179], [-5.29023, -0.52015, -0.65047], [-6.00733, 0.40585, 0.34723], [-7.52682, 0.41804, 0.14360], [-7.72699, 1.62958, -0.76523], [-6.63171, 2.56677, -0.26258], [-5.55291, 1.74191, 0.14210], [-0.70674, -1.98991, 0.11622], [0.64539, -1.75263, 0.35289], [1.56935, -2.79305, 0.28506], [1.06659, -4.15450, 0.28344], [2.92246, -2.65016, 0.11146], [3.62866, -3.62608, -0.07580], [5.57114, 1.02990, 0.49889], [5.37520, 3.24771, 1.92639], [7.10161, 3.01679, 2.19695], [6.55592, 4.19391, 1.00507], [7.87775, 3.12009, -0.79726], [7.98791, 1.32252, -2.47533], [6.54834, -0.66252, -2.25924], [5.15038, -2.04769, -0.87467], [0.39693, 1.53598, 1.12834], [-1.99403, 1.08025, 0.76791], [-3.51831, 0.56426, -0.56074], [-5.53844, -1.56451, -0.45116], [-5.58313, -0.25758, -1.67213], [-5.72622, 0.10406, 1.36429], [-8.03300, 0.57372, 1.09638], [-7.88228, -0.51011, -0.29715], [-7.54891, 1.36045, -1.80667], [-8.71753, 2.06886, -0.67847], [-6.98566, 3.14854, 0.60024], [-6.26474, 3.25753, -1.02523], [-1.06241, -2.96689, -0.16517], [0.33154, -4.27686, 1.07753], [0.62004, -4.41141, -0.67878], [1.91428, -4.81523, 0.45830], [4.93297, 0.93294, 1.36358]],
  "mulliken_charge": [-1.49, 0.45, -0.54, -0.58, -0.93, 1.12, -0.33, -0.16, -0.41, 0.86, -1.12, -0.86, 0.23, 0.39, -0.69, -0.17, -1.19, 0.52, -0.73, -0.58, -0.49, -0.47, -0.40, 0.15, 0.03, -1.31, 0.82, -0.68, -0.49, 0.34, 0.31, 0.38, 0.41, 0.38, 0.40, 0.45, 0.39, 0.47, 0.26, 0.45, 0.30, 0.26, 0.34, 0.33, 0.25, 0.38, 0.27, 0.29, 0.58, 0.46, 0.35, 0.36, 0.64]
}



{
  "formula": "C3H7NO",
  "method": "wB97M-V/def2-TZVPD",
  "smiles": "CC/C=N/O",
  "fmax_ha_per_bohr": 0.06244,
  "e_tot_ev": -6759.5397,
  "multiplicity": 1,
  "de_lowest_kj_mol": 309.8,
  "symbols": ["C", "C", "C", "N", "O", "H", "H", "H", "H", "H", "H", "H"],
  "coordinates": [[-2.32956, 0.40780, -0.19062], [-1.18221, -0.56380, 0.11492], [0.15799, 0.05536, 0.33971], [1.25174, -0.45979, -0.13943], [2.36233, 0.37406, -0.03660], [-2.14484, 1.10344, -1.10775], [-2.53448, 1.21384, 0.61346], [-3.19192, -0.24338, -0.50854], [-1.64156, -0.93730, 1.03752], [-1.23770, -1.42562, -0.54139], [0.14945, 1.18629, 0.77417], [3.06293, -0.06739, -0.58270]],
  "mulliken_charge": [-1.10, -0.14, -0.06, -0.38, -0.37, 0.29, 0.29, 0.31, 0.21, 0.31, 0.26, 0.37]
}



What is the formula in the fourth record? C3H7NO



Among the records above, which one has the highest multiplicity? C3H30O13



Which of these has the highest multiplicity? C3H30O13



Look up the multiplicity of the second one. 2